# 1
Molecular formula: C6H10N2S
Method: DFT, the ωB97M-V functional and the def2-TZVPD basis

Computed properties:
- LUMO level (eV) = 0.00
- gap between HOMO and LUMO (eV) = 8.50
- HOMO level (eV) = -8.49
- charge = 0

CARTESIAN COORDINATES (ANGSTROEM)
N 0.93178 2.31957 0.10235
H -2.23412 -0.61682 -0.47221
C -0.98750 -0.93128 -2.18574
H 0.81108 -1.22073 -0.59003
C -0.17802 -1.45467 0.04186
C 0.78643 0.37749 1.59536
H -1.60641 -0.12755 -2.77883
H -1.02750 -0.44723 1.88680
N 0.88177 3.36152 -0.51453
H 0.45499 0.99043 2.52882
H 1.68902 3.81417 -0.84583
C 0.95733 1.19715 0.43420
H -0.86104 0.46311 -0.88296
H 1.74387 0.08038 1.80215
S -0.01542 -2.05947 -2.91359
H -0.32815 -2.53360 0.03535
C -1.13803 -0.55592 -0.74534
H 0.24853 -1.75091 1.99964
C -0.12862 -0.90565 1.50254



# 2
Molecular formula: C29H25Cl5GeMnN5O3S
Method: DFT, the ωB97M-V functional and the def2-TZVPD basis

Computed properties:
- spin multiplicity = 6
- LUMO level (alpha / beta) (eV) = 2.29 / 2.23
- gap between HOMO and LUMO (alpha / beta) (eV) = 6.92 / 7.33
- HOMO level (alpha / beta) (eV) = -4.62 / -5.10
- charge = -1

CARTESIAN COORDINATES (ANGSTROEM)
H -6.54977 4.96395 -2.80554
C 0.10949 1.93353 3.00778
H -2.58950 2.59588 3.76093
C 3.59277 -1.70009 0.81125
Cl 1.67916 3.19101 -3.62825
C 2.54424 -0.75340 0.72203
C -3.27645 2.74984 -0.84551
Cl 6.19626 -2.45165 0.40889
C 1.03944 -2.19883 1.70037
C -2.71275 -1.40551 2.23838
H 1.11661 2.32210 3.18588
C 3.28305 -2.95264 1.38241
H 4.05973 -3.70105 1.46395
H -1.07676 6.30063 5.65441
O -0.61387 1.53363 -2.44096
C -3.15922 1.87655 -1.91614
H 1.75105 -4.15458 2.26535
H -4.57861 -2.47834 2.45218
H -6.02194 5.52022 -1.32988
O -2.12697 -0.31551 -2.87289
H -1.66573 4.36151 4.29604
C -3.94233 -1.88334 1.81457
C -0.28311 3.01833 5.24995
C 5.06943 -0.07182 -0.17977
C -4.31489 -1.52673 0.52665
H -0.43983 -0.31018 4.29286
Ge 0.18901 3.43799 -1.97977
C 0.39973 5.26014 6.81400
N -1.92987 -0.67705 1.46133
H -2.57268 2.70837 -0.02237
S -1.79755 0.76922 -1.99814
C -5.18644 3.76497 -1.90263
H -2.34480 -1.60410 3.24118
C -0.91282 4.25244 5.06428
H -2.60546 1.49385 5.14393
H -3.95185 1.22484 -3.78963
H -5.27296 -1.83848 0.12119
C -2.37551 -0.40301 0.20830
C -0.57555 5.35670 5.83118
C -2.13685 1.69872 4.17758
Cl 4.36325 2.43413 -0.89127
H 1.79544 3.94689 7.77676
C 0.69194 2.94007 6.24290
C -0.62111 1.83369 4.34334
N -3.55799 -0.79672 -0.27753
Cl -0.59271 3.28192 1.90737
H 0.02263 -2.36463 2.03699
H 1.20678 2.00613 6.42390
C -0.09833 0.50960 4.92606
H -5.76876 2.91273 -3.78727
C -4.29389 3.68367 -0.83495
C 2.72862 0.57067 0.16243
C 2.01408 -3.20243 1.82469
H -0.46350 0.35731 5.94492
H 0.66341 6.12253 7.41334
Mn 0.00260 0.88800 1.09115
O 1.74461 1.38730 0.09336
H -4.38336 4.37320 -0.00386
H -2.35706 0.87989 3.49390
N -1.48573 0.35393 -0.49257
C 1.03098 4.04381 7.01510
C 4.02849 0.85919 -0.25814
N -6.22057 4.70506 -1.88877
N 1.29401 -1.02738 1.17199
Cl -1.38636 4.52990 -3.24374
C -5.06708 2.86403 -2.96250
C -4.05599 1.92311 -2.97048
H 0.99299 0.46837 4.93636
C 4.86621 -1.32251 0.33367
H 6.05014 0.21508 -0.53432



# 3
Molecular formula: C2HO4P
Method: DFT, the ωB97M-V functional and the def2-TZVPD basis

Computed properties:
- LUMO level (alpha / beta) (eV) = -0.82 / -0.82
- gap between HOMO and LUMO (alpha / beta) (eV) = 8.20 / 8.20
- HOMO level (alpha / beta) (eV) = -9.02 / -9.02
- charge = 0

CARTESIAN COORDINATES (ANGSTROEM)
O 0.04910 1.30982 -0.57023
P -1.06461 0.37490 -0.75574
O -1.25968 -2.21412 0.04460
O 1.13472 -0.59143 0.67711
C 1.89709 0.19980 0.40083
H -2.31584 0.98679 -0.25544
C -1.01704 -1.13840 0.26432
O 2.57626 1.07264 0.19454



# 4
Molecular formula: C3H5B
Method: DFT, the ωB97M-V functional and the def2-TZVPD basis

Computed properties:
- LUMO level (alpha / beta) (eV) = -0.51 / -0.51
- gap between HOMO and LUMO (alpha / beta) (eV) = 7.01 / 7.01
- HOMO level (alpha / beta) (eV) = -7.52 / -7.52
- SMILES = C1B2CC12
- charge = 0

CARTESIAN COORDINATES (ANGSTROEM)
H -0.30283 1.41679 0.77431
B -0.73159 -0.81302 -0.34342
H -0.11472 -0.98703 2.06770
C 0.28082 -0.78887 0.95786
H 1.25481 -1.36204 0.71630
H 0.68425 0.43052 -1.89569
H -1.01570 1.12489 -1.45926
C 0.14496 0.54783 0.30249
C -0.20001 0.43093 -1.12028



# 5
Molecular formula: CH4IOPS
Method: DFT, the ωB97M-V functional and the def2-TZVPD basis

Computed properties:
- LUMO level (alpha / beta) (eV) = -1.83 / -3.50
- gap between HOMO and LUMO (alpha / beta) (eV) = 7.46 / 4.94
- HOMO level (alpha / beta) (eV) = -9.29 / -8.44
- charge = 0

CARTESIAN COORDINATES (ANGSTROEM)
H -0.05106 1.59654 1.34556
I 1.10698 0.40698 4.25651
P 0.34548 -0.23144 0.17224
H -1.66569 -1.00448 -0.96315
C -0.68068 -0.69120 -1.29121
H -0.75700 0.19859 -1.91654
H -0.18222 -1.49545 -1.82879
S 2.24572 0.04445 -0.31061
O -0.36153 1.17601 0.53598



# 6
Molecular formula: C20H27N5O3S
Method: DFT, the ωB97M-V functional and the def2-TZVPD basis

Computed properties:
- LUMO level (eV) = 0.41
- gap between HOMO and LUMO (eV) = 8.53
- HOMO level (eV) = -8.12
- SMILES = CCOC(=O)[C@@H]1CCCN(C(=O)C2CCN(c3nnc(-n4cccc4)s3)CC2)C1
- charge = 0

CARTESIAN COORDINATES (ANGSTROEM)
H -0.46570 3.13620 -3.33800
O 1.56771 3.06476 -1.70227
H -4.16783 -0.35422 1.31512
H -1.04448 1.40638 -0.09062
S 0.72697 -1.01000 2.59087
H -2.19367 -2.59842 -0.88853
H 3.66028 2.26542 1.66985
H 2.24370 3.05853 0.96389
H -1.44143 -0.53370 -0.03168
C 5.45134 -1.76390 1.43213
H 3.98453 -3.02263 0.33403
H -2.99941 0.96378 1.35231
H -0.09343 0.33545 -2.16566
H -1.59625 -0.12757 2.86912
N -2.53828 1.26839 -1.56579
C 4.24969 -2.29141 1.06953
N 0.11916 -3.00706 1.08062
H -1.88867 0.53296 -4.09049
C -1.89348 1.60669 -3.89146
C 1.94523 -1.99090 1.74930
C 2.71927 2.09939 1.15429
O 1.75647 1.01356 -0.80398
H -3.02650 2.97654 -2.64760
H -2.16814 2.12153 -4.81225
C -2.52726 -0.65334 -0.02753
H -3.07790 -0.99919 3.28613
C 1.14892 1.95051 -1.53405
C -0.44303 -2.10739 1.81800
N 3.27673 -1.71359 1.84588
C 2.98155 1.37681 -0.15817
N 1.44323 -2.93866 1.04828
H 2.06895 1.50190 1.78898
C -1.27992 1.78031 -1.08530
C -0.50314 2.04964 -3.43930
C 3.86793 -0.82324 2.70349
C -2.63623 -2.83174 1.22237
C -2.84664 -2.14958 -0.14010
H 0.24237 1.75895 -4.18113
H -3.87781 -2.26822 -0.47329
H 3.50899 0.43536 0.00470
H 3.28441 -0.26853 3.41164
H -3.58049 -2.93574 1.76116
H -1.35893 2.87185 -1.02346
H 6.40547 -2.00946 1.01053
H 5.94648 -0.24550 2.98330
C -3.10282 -0.12033 1.29085
C -2.37309 -0.78607 2.47570
C -3.13890 0.10772 -1.20099
C 5.20978 -0.83202 2.47175
O -4.15053 -0.28503 -1.74983
N -1.76320 -2.03198 2.06377
H 3.55904 2.01489 -0.83408
H -3.90946 1.49347 -3.09363
C -0.16180 1.42432 -2.08596
C -2.93692 1.89854 -2.81208
H -2.18287 -3.81439 1.09964



# 7
Molecular formula: C2H3HoLiO2
Method: DFT, the ωB97M-V functional and the def2-TZVPD basis

Computed properties:
- spin multiplicity = 5
- LUMO level (alpha / beta) (eV) = -3.97 / -4.27
- gap between HOMO and LUMO (alpha / beta) (eV) = 5.21 / 7.55
- HOMO level (alpha / beta) (eV) = -9.18 / -11.82
- charge = +1

CARTESIAN COORDINATES (ANGSTROEM)
Ho 1.73783 -1.95458 -0.20469
O -0.26584 -0.85356 1.03693
H -0.53733 1.22011 0.67862
Li -0.17379 -0.93673 2.78999
O 0.42063 1.12126 -1.59258
H 1.44622 1.00678 -1.97331
C -0.71097 0.20366 0.26093
H -1.81153 0.13414 0.10350
C -0.10523 0.05892 -1.09939



# 8
Molecular formula: C17H18Cl2N2
Method: DFT, the ωB97M-V functional and the def2-TZVPD basis

Computed properties:
- LUMO level (eV) = 0.79
- gap between HOMO and LUMO (eV) = 8.85
- HOMO level (eV) = -8.06
- SMILES = Clc1ccccc1CN1CCN(c2ccccc2Cl)CC1
- charge = 0

CARTESIAN COORDINATES (ANGSTROEM)
H -0.29148 -2.36025 2.01964
N -0.52460 -1.36621 0.21299
C 2.23942 -0.15268 0.22469
C 1.30566 -1.72931 -1.37802
H -0.35090 -3.44108 0.61412
C 1.56666 -2.41270 0.87362
C -3.66554 0.46390 -0.47857
C -2.37097 0.21298 -0.03691
Cl 3.88654 0.01859 -1.94884
C 3.34908 1.97027 -0.20767
C 3.08252 0.65748 -0.54916
C -4.05614 1.72562 -0.89754
H 3.02019 3.53627 1.21080
H -0.54317 -0.61862 -1.71026
H 2.02295 -2.14419 1.82614
H 1.51974 -2.76186 -1.67009
C 0.02314 -2.46723 0.97889
H 1.95065 -3.39812 0.58698
H 3.99932 2.55672 -0.83825
H -0.47061 1.09299 0.33136
C 2.00608 1.72338 1.74945
H -3.44752 3.74812 -1.20505
C -1.93940 -1.15143 0.43258
H 1.58134 2.12895 2.65583
H 1.07372 -0.16715 2.02047
Cl -4.84525 -0.80768 -0.50791
H -2.55196 -1.92597 -0.06098
N 2.01170 -1.47985 -0.13817
C -1.85286 2.53954 -0.43226
H -2.13208 -1.21840 1.50958
C -3.14472 2.76555 -0.87680
H -5.06803 1.88553 -1.23615
H 1.67738 -1.07181 -2.16021
H -0.76566 -2.38049 -1.63191
C -1.47580 1.27685 -0.01512
C -0.21605 -1.52516 -1.19614
C 1.72572 0.41804 1.39319
H -1.13616 3.34638 -0.40836
C 2.80707 2.51302 0.94401



# 9
Molecular formula: C3H18O7
Method: DFT, the ωB97M-V functional and the def2-TZVPD basis

Computed properties:
- LUMO level (eV) = 0.47
- gap between HOMO and LUMO (eV) = 10.30
- HOMO level (eV) = -9.83
- SMILES = C=CCO.O.O.O.O.O.O
- charge = 0

CARTESIAN COORDINATES (ANGSTROEM)
H 0.57308 -0.29234 -0.46713
H -1.92370 -0.70893 0.47718
H 1.73011 -0.91783 -2.53874
O 2.34811 1.25323 0.56116
H 0.78422 -3.04303 0.64786
H 1.14497 2.69192 -1.88719
C 0.03568 -2.39706 0.11783
H -0.71351 -3.00963 -0.42231
H -2.27648 1.90289 2.49031
C 0.67295 -1.33788 -0.77038
H 2.95763 0.51592 0.43540
O 1.24649 1.73165 -1.83790
H 1.61333 1.58683 -0.95042
H -1.91649 1.24986 1.12482
O 0.51371 0.33121 2.27977
H -0.98429 -0.07145 -2.70507
H -0.29101 1.02959 -2.02905
O -2.39862 0.05594 0.14463
H 1.46508 -2.69151 -2.21718
H -2.02974 0.30992 -0.70080
O -1.17524 0.63963 -2.16163
H 1.66356 0.91861 1.20800
H 0.73570 0.42670 3.15145
O -0.71834 -1.76799 1.14281
O -1.59037 1.83760 1.85779
C 1.31763 -1.65900 -1.88486
H -0.32049 0.93272 2.11109
H -0.17547 -1.11668 1.60327



# 10
Molecular formula: C38H46NiP2Si
Method: DFT, the ωB97M-V functional and the def2-TZVPD basis

Computed properties:
- spin multiplicity = 3
- LUMO level (alpha / beta) (eV) = 0.55 / 0.55
- gap between HOMO and LUMO (alpha / beta) (eV) = 4.88 / 7.68
- HOMO level (alpha / beta) (eV) = -4.33 / -7.13
- charge = 0

CARTESIAN COORDINATES (ANGSTROEM)
C -1.52750 -0.64967 2.73713
H -0.16708 -0.52302 -8.11323
C 1.04980 -0.92304 -3.45241
C -1.28944 1.57324 -7.01118
H 1.85624 -0.85570 -5.99431
C -2.78365 0.77628 0.37391
C 2.46530 2.71360 -1.38477
H -1.88199 2.42355 3.03004
H -4.50907 -0.66221 -2.85348
H -4.71149 -5.42782 -1.30602
H -0.12356 2.27158 2.95387
H -2.25829 -2.17637 0.10230
H 0.48348 2.24622 -8.01684
C -3.15737 2.99062 -2.86279
C -0.24951 -1.39291 -3.50080
C -2.74803 0.58836 -2.79010
C 2.98674 3.51924 -4.02940
H 1.16365 1.18670 0.75625
H -2.77958 4.02140 -2.88084
H 0.82998 -0.32406 -0.20257
H 1.80298 -1.35294 -4.12263
H -3.10842 -0.17411 -0.05680
H -2.73046 1.49052 -0.44864
P -1.61710 -0.83195 -2.44772
H -6.09251 1.23081 -3.00561
C 0.02572 -1.03573 -7.15733
C -3.87371 -4.17052 -2.84052
C 0.53199 0.29198 0.70874
C 3.22656 -0.91616 -1.62391
H 3.88428 -4.07290 -0.48713
C 0.16795 2.04985 -6.97414
C -5.02008 1.43172 -2.94277
H 0.24335 3.00400 -6.42957
C 2.81369 4.03675 -1.65098
H 6.22484 -3.26752 -0.85746
H 3.16044 3.83757 -5.05916
C 5.61587 -1.28591 -1.48076
H -5.22837 3.57806 -3.01549
H -0.98985 3.14838 1.68277
Ni -0.21613 0.35754 -1.42364
C 4.54201 -0.43795 -1.75592
H -3.59651 1.11994 1.02291
C 2.99497 -2.22353 -1.14350
P 1.81922 0.08316 -2.18191
H -2.41940 -0.38274 3.32216
C -1.84283 -0.35090 -5.52296
C 2.37373 1.79269 -2.45020
H 4.71554 0.58397 -2.09369
H -1.17388 2.11193 -2.68591
C -2.73518 -2.72310 -0.70825
C -4.09398 -4.56039 -1.51246
H -1.68385 -1.65169 2.32026
H 0.90158 -0.39832 1.49794
Si -1.20242 0.65451 1.38515
C -3.53336 -3.83646 -0.45509
H -1.24922 -2.34254 -5.97843
H -0.67728 -0.70004 3.43244
C -4.53259 2.74360 -2.93994
H 1.97224 -2.59367 -1.02424
H -2.13963 1.70380 -5.00093
H 2.26747 2.38787 -0.36339
H 2.88506 4.75296 -0.82740
C -3.10239 -3.04510 -3.10982
C -2.25934 1.92772 -2.76020
C -4.13304 0.35568 -2.86760
H -0.45795 -2.30560 -4.07580
C -1.33267 -1.37254 -6.48387
H -2.92688 -2.72352 -4.13459
H -3.72150 -4.13037 0.58004
C 1.01232 -0.24744 -6.34294
C 1.10713 1.08424 -6.32837
H 3.35051 5.47518 -3.17570
H 2.05896 1.57304 -6.09959
C -1.75281 0.96720 -5.70705
H 0.49755 -2.00356 -7.40468
C -1.03299 2.27604 2.34659
H -2.53150 -0.76124 -4.77629
C 4.07368 -3.06086 -0.85974
H 2.70189 1.41338 -4.52201
H -1.90679 2.46658 -7.21388
H -1.44067 0.86953 -7.84606
C 3.07293 4.44279 -2.96846
C 2.68867 2.18616 -3.74821
H 6.63716 -0.91780 -1.59718
C 5.38483 -2.60167 -1.05567
H -2.06202 -1.50122 -7.30397
C -2.55749 -2.30720 -2.04720
H -4.30984 -4.72672 -3.67003



# 11
Molecular formula: C24H32AsF6N4OPSTi
Method: DFT, the ωB97M-V functional and the def2-TZVPD basis

Computed properties:
- LUMO level (eV) = -7.50
- gap between HOMO and LUMO (eV) = 6.35
- HOMO level (eV) = -13.85
- charge = +2

CARTESIAN COORDINATES (ANGSTROEM)
H 5.88607 3.50517 17.73422
H 8.23210 -2.62222 13.33418
C 2.59151 0.22175 18.79424
N 6.85454 0.92313 17.25930
C 10.93493 -1.22626 13.46967
H 2.98004 -0.07934 15.41599
H 11.77009 2.69741 16.93166
H 4.45693 2.87977 13.14723
H 6.82760 -4.70189 17.45075
H 9.93899 0.54953 10.81981
C 6.19504 -2.96788 18.68525
C 10.05875 2.50807 18.22811
H 4.19527 3.58858 17.12893
Ti 6.22497 0.19595 15.31776
H 5.66432 -3.57108 19.42497
H 8.28166 1.32945 12.36894
N 6.18449 0.85789 18.30472
S 7.24950 -2.83862 16.18589
H 10.57950 2.95905 19.05332
H 9.06352 -3.89390 14.13838
H 7.89556 3.71069 15.48012
C 8.78070 1.28281 16.05441
H 8.22505 2.15199 19.31825
F 6.04008 -1.24366 11.04563
C 10.72448 2.37336 16.99667
H 4.04585 4.21542 14.24332
As 5.31300 -0.47469 12.36536
F 6.63878 -0.83384 13.54484
P 5.67741 2.85123 15.30358
C 9.95218 -0.82216 14.37243
C 7.11538 3.76607 14.73105
C 4.30059 3.17258 14.19811
N 8.10367 0.58937 15.06254
H 3.42989 2.62517 14.58527
H 11.75749 -1.85627 13.75703
H 6.09460 -3.53794 14.37377
C 2.23355 -0.01865 17.47578
H 10.68093 1.65594 15.00708
F 4.58061 -1.92392 13.00032
F 3.90925 -0.05868 11.55187
C 6.25904 -3.76483 17.39482
C 3.21444 0.04728 16.45947
H 7.49324 3.44266 13.77277
C 4.84838 0.50184 18.03500
C 9.97143 0.12504 11.80349
C 5.25863 3.74592 16.87095
C 8.11622 1.49441 17.27459
H 5.67949 -2.03821 18.53814
F 4.66062 0.31518 14.01777
C 8.76573 2.07201 18.37607
N 4.50887 0.28306 16.71684
H 5.30906 -3.86498 16.88137
C 7.05119 -3.86513 14.71679
H 11.71025 -1.12476 11.46203
C 10.11146 1.78106 15.91550
H 7.15993 -2.67806 19.07064
C 10.94637 -0.77887 12.16598
F 6.06642 1.08138 12.11159
H 6.99203 -4.87804 15.09842
C 8.99589 0.10114 13.99972
H 5.39747 4.80255 16.62916
C 3.92406 0.51643 19.07945
H 10.08806 -1.10346 15.44181
C 8.95473 0.54485 12.68526
C 8.15640 -3.64981 13.67983
O 6.37750 -1.54204 16.01083
H 6.87832 4.84353 14.69753
H 7.98965 -4.34064 12.87508
H 1.20999 -0.25413 17.15155
H 4.31343 0.83867 20.02905
H 1.84404 0.19089 19.56511



In eV/A, the max |F| values for the records above are, in order, 3.63, 0.62, 4.16, 2.90, 1.21, 1.90, 4.42, 0.32, 4.13, 3.16, 1.76.
In g/mol, the M values for the records above are, in order, 142.2, 828.4, 120.0, 51.9, 222.0, 417.5, 230.9, 321.3, 166.2, 651.5, 692.4.